(1)
Here is a 2-piece molecular cluster, C6H17N2 overall in a non-equilibrium geometry from the OMol25 dataset. Energies are from ωB97M-V/def2-TZVPD.

Last column: Mulliken charge in e.
Positions of all 25 atoms, in Å:
N1 3.03367 -0.91913 0.77239  -0.582
C1 2.09454 -0.25910 -0.09058  0.772
C2 2.62343 0.50055 -1.23447  -1.616
C3 1.14481 0.54598 0.68190  -0.676
N2 -2.90883 0.11617 -0.08388  -0.239
C4 -1.58156 -0.08735 0.43462  -0.412
C5 -1.00338 -1.52099 0.01087  -0.678
C6 -3.32560 1.43047 -0.49729  -0.924
H1 2.44373 -1.20111 1.57742  0.294
H2 -3.47862 -0.38321 0.56395  0.258
H3 3.66078 -0.20621 1.18980  0.325
H4 1.52126 -1.03585 -0.66246  0.251
H5 1.74977 0.91808 -1.73074  0.447
H6 2.88787 -0.14231 -2.09589  0.351
H7 3.43822 1.13894 -0.99255  0.383
H8 1.01968 1.62798 0.39956  0.472
H9 1.40031 0.39350 1.74507  0.340
H10 -0.96024 0.64686 -0.09070  0.123
H11 -1.44157 0.11048 1.47601  0.375
H12 0.03179 -1.41110 0.34959  0.067
H13 -1.06969 -1.68069 -1.04319  0.303
H14 -1.41258 -2.25228 0.65254  0.395
H15 -2.79321 1.69148 -1.44173  0.283
H16 -4.45058 1.48411 -0.63419  0.304
H17 -3.13420 2.26466 0.08769  0.383

Forces on atoms 1 to 3 (eV/Å):
N -0.405 0.995 1.853
C -1.986 -2.134 -1.445
C -0.211 -0.293 -2.881

Properties
Max |F| ... 4.0 eV Å⁻¹
Relative energy (zero: lowest compared OMol25 entry of this formula, charge and spin) ... 613.5 kJ/mol
Net charge ... +1

***

(2)
Here is C6H17N2 as an isolated structure in a non-equilibrium geometry from the OMol25 dataset. Energies are from ωB97M-V/def2-TZVPD.

Last column: Mulliken charge in e.
Positions of all 25 atoms, in Å:
N1 -1.06003 1.05426 -0.22834  -0.338
C1 -2.31798 0.48115 0.09714  0.406
C2 -2.44916 -0.95776 -0.45061  -1.228
C3 -2.53729 0.48328 1.61636  -1.372
N2 0.74483 -0.56874 -0.00196  -0.375
C4 2.14615 0.84166 -1.27960  -1.274
C5 1.97415 0.11765 0.05236  0.572
C6 3.14548 -0.88219 0.20964  -1.412
H1 -0.98875 1.57688 -1.10556  0.312
H2 -2.01436 1.32338 2.05127  0.389
H3 -0.15502 0.28734 -0.12571  0.285
H4 -3.06863 1.17751 -0.30321  0.453
H5 -1.77635 -1.03197 -1.31253  0.377
H6 -3.38630 -1.41014 -0.75463  0.362
H7 -2.04309 -1.70736 0.22765  0.315
H8 -2.14198 -0.41708 2.08638  0.301
H9 -3.59633 0.58475 1.84065  0.385
H10 0.55692 -1.14117 0.82793  0.318
H11 3.09397 1.30558 -1.51083  0.410
H12 2.16994 0.06550 -2.05384  0.388
H13 1.25955 1.41918 -1.50708  0.261
H14 2.03231 0.78652 0.92607  0.274
H15 4.06788 -0.40943 -0.12313  0.369
H16 2.98021 -1.77591 -0.39078  0.411
H17 3.36385 -1.20287 1.21239  0.408

Forces on atoms 1 to 3 (eV/Å):
N 0.454 1.397 1.287
C -0.832 -0.869 1.090
C 0.990 -0.779 -1.248

Properties
Max |F| ... 2.0 eV Å⁻¹
Relative energy (zero: lowest compared OMol25 entry of this formula, charge and spin) ... 571.6 kJ/mol
Net charge ... +1

***

(3)
Here is a 2-piece molecular cluster, C6H17N2 overall in a non-equilibrium geometry from the OMol25 dataset. Energies are from ωB97M-V/def2-TZVPD.

Last column: Mulliken spin population.
Positions of all 25 atoms, in Å:
C1 -0.38642 1.29017 0.59338  -0.137
N1 -1.71496 1.08407 0.09487  0.697
C2 -2.43141 -0.19268 0.24578  0.029
C3 -3.87618 0.04555 -0.24758  0.024
C4 0.74875 0.16967 -0.06393  0.217
N2 0.53868 -1.16562 0.34588  -0.288
C5 3.22222 0.04171 -0.89934  0.011
C6 2.09501 0.93239 -0.27855  0.149
H1 -0.09710 2.33888 0.39625  -0.010
H2 -0.31998 1.10528 1.69075  0.023
H3 -1.87706 1.40868 -0.84363  -0.016
H4 -1.88682 -0.98592 -0.26318  0.054
H5 -2.26547 -0.44787 1.31183  0.015
H6 -3.83423 0.45607 -1.28510  -0.001
H7 -4.32087 0.99940 0.23359  -0.004
H8 -4.50787 -0.89106 -0.08899  0.001
H9 0.36014 0.17143 -1.14596  0.118
H10 2.37278 -3.45767 0.68728  -0.001
H11 0.68570 -1.25084 1.32333  0.033
H12 2.69651 -3.92988 1.18413  -0.002
H13 4.25919 0.25150 -0.54009  0.021
H14 3.22809 -0.06454 -1.96159  0.007
H15 2.96450 -0.91436 -0.52585  0.007
H16 2.31071 1.12591 0.80920  0.064
H17 2.03608 1.87976 -0.77247  -0.006

Forces on atoms 1 to 3 (eV/Å):
C -0.692 0.271 1.683
N 2.122 -2.817 -0.628
C -0.584 1.749 2.004

Properties
Max |F| ... 5.0 eV Å⁻¹
⟨S²⟩ ... 1.378
2S+1 ... 2
Relative energy (zero: lowest compared OMol25 entry of this formula, charge and spin) ... 767.6 kJ/mol
Net charge ... +2

***

(4)
Here is a 2-piece molecular cluster, C6H17N2O overall in a non-equilibrium geometry from the OMol25 dataset. Energies are from ωB97M-V/def2-TZVPD.

Last column: Mulliken charge in e.
Positions of all 26 atoms, in Å:
C1 -1.89488 0.83972 -0.72589  -0.647
N1 -0.63706 0.79207 -1.45214  -0.275
C2 -0.17115 -0.52435 -1.87583  -0.849
C3 1.26993 -0.84987 -1.40634  -0.567
C4 1.26012 -1.64911 -0.13289  -0.067
C5 2.04432 -1.42839 0.91494  -1.082
C6 -1.78790 0.06977 0.54439  -0.674
N2 -1.32098 0.86774 1.71892  -0.089
H1 -2.12978 1.89739 -0.56377  0.429
H2 -2.69982 0.43064 -1.32852  0.315
H3 -0.58067 1.45134 -2.21575  0.259
H4 -0.85253 -1.36609 -1.70986  0.377
H5 -0.06800 -0.49886 -2.94903  0.468
H6 1.76803 -1.43443 -2.18797  0.348
H7 1.80536 0.08460 -1.38727  0.365
H8 0.52262 -2.45092 -0.13459  0.400
H9 2.10016 -2.14758 1.74180  0.255
H10 2.72691 -0.59344 0.90342  0.407
H11 -1.26177 -0.84497 0.39150  0.340
H12 -2.74139 -0.33117 0.89183  0.406
H13 -0.33303 1.14226 1.73167  0.264
H14 -1.47686 0.28481 2.50104  0.371
H15 -1.92713 1.67929 1.81348  0.386
H16 1.93006 0.77087 1.00408  0.271
H17 1.83414 1.88786 2.07236  0.272
O1 1.34715 1.16093 1.67068  -0.682

Forces on atoms 1 to 3 (eV/Å):
C 0.491 0.598 -1.079
N 0.284 -0.169 0.715
C 1.047 0.116 -1.064

Properties
Max |F| ... 1.6 eV Å⁻¹
Relative energy (zero: lowest compared OMol25 entry of this formula, charge and spin) ... 205.9 kJ/mol
Net charge ... +1

***

(5)
Here is a 2-piece molecular cluster, C6H17N3 overall from the OMol25 dataset. Energies are from ωB97M-V/def2-TZVPD.

Last column: Mulliken charge in e.
Positions of all 26 atoms, in Å:
C1 -2.09798 -0.99752 0.41299  0.893
C2 -2.55753 0.22427 0.12553  -1.366
N1 -1.77315 -1.39951 1.70386  -0.567
N2 -2.02101 -2.01949 -0.52824  -0.553
H1 0.65922 -0.50118 0.37099  -0.156
H2 -1.65389 -0.64550 2.35893  0.232
H3 -1.06732 -2.11518 1.77946  0.244
H4 -1.27433 -2.68428 -0.39437  0.244
H5 -2.11515 -1.71452 -1.48321  0.235
H6 -2.88591 0.47469 -0.86596  0.307
H7 -0.27234 1.45920 -0.77701  0.337
H8 -2.69762 0.96397 0.89051  0.297
C3 0.54520 2.09568 0.94790  -0.895
C4 2.67634 0.15807 0.02450  -1.543
C5 1.02587 -0.44984 -1.75693  -1.554
C6 1.19743 0.14046 -0.35953  1.232
N3 0.65598 1.49172 -0.36377  -0.500
H9 0.03795 1.45180 1.68097  0.193
H10 -0.01277 3.02576 0.86022  0.364
H11 1.54011 2.32889 1.33004  0.309
H12 3.11492 -0.82758 -0.12021  0.432
H13 3.20560 0.87190 -0.59619  0.356
H14 -0.02449 -0.46011 -2.04026  0.284
H15 1.56928 0.15600 -2.47535  0.415
H16 1.40989 -1.46826 -1.79190  0.372
H17 2.81571 0.44059 1.06700  0.389

Forces on atoms 1 to 3 (eV/Å):
C -0.044 -0.080 0.008
C -0.042 0.144 -0.088
N -0.036 -0.160 -0.073

Properties
Max |F| ... 0.4 eV Å⁻¹
Relative energy (zero: lowest compared OMol25 entry of this formula, charge and spin) ... 49.5 kJ/mol
SMILES ... C=C(N)N.CNC(C)C
Net charge ... 0

***

(6)
Here is a 2-piece molecular cluster, C6H17N4 overall in a non-equilibrium geometry from the OMol25 dataset. Energies are from ωB97M-V/def2-TZVPD.

Last column: Mulliken charge in e.
Positions of all 27 atoms, in Å:
C1 2.30992 -1.94584 -0.20627  -0.154
C2 -0.31427 0.55257 1.70388  -1.301
C3 -0.29502 2.08757 -0.31070  -2.157
C4 2.31882 0.80839 -0.76627  -1.106
C5 -2.69336 -0.06743 -0.62657  -0.918
C6 0.02157 0.74500 0.24705  1.225
N1 1.30338 -1.18168 0.05039  -0.050
N2 1.19729 0.11952 -0.17811  0.270
N3 -1.41435 -0.69352 -0.59611  -0.220
N4 -1.29549 -1.81734 0.21242  -0.621
H1 2.23651 -2.99126 0.02706  0.259
H2 3.22206 -1.57221 -0.63539  0.334
H3 0.39970 1.10673 2.31996  0.401
H4 -1.30541 0.94475 1.91488  0.353
H5 -0.28176 -0.48821 2.01866  0.384
H6 0.32014 2.85045 0.17099  0.535
H7 -0.15452 2.13141 -1.38639  0.446
H8 -1.32877 2.33555 -0.08675  0.495
H9 2.11700 1.87294 -0.81974  0.374
H10 3.20314 0.66120 -0.14051  0.401
H11 2.52240 0.43602 -1.77183  0.379
H12 -3.12174 0.14180 0.36593  0.371
H13 -2.61355 0.85156 -1.20443  0.288
H14 -3.38449 -0.73186 -1.15862  0.329
H15 -1.29670 -2.64327 -0.38627  0.264
H16 0.36003 -1.59451 0.32610  0.181
H17 -2.03252 -1.91832 0.91662  0.237

Forces on atoms 1 to 3 (eV/Å):
C -0.256 0.476 0.090
C 0.124 0.196 -0.161
C 0.108 -0.160 -0.184

Properties
Max |F| ... 3.5 eV Å⁻¹
Relative energy (zero: lowest compared OMol25 entry of this formula, charge and spin) ... 224.6 kJ/mol
Net charge ... +1